(1)
A structure of composition C20H17ClCoI2N2O, computed with ωB97M-V/def2-TZVPD.

- total charge = +1
- highest occupied orbital energy (alpha / beta) (hartree) = -0.3715 / -0.3967
- multiplicity = 5

```
44
C20H17ClCoI2N2O ωB97M-V/def2-TZVPD
Co 0.4668 -0.8820 0.4882
I -4.1451 0.3520 5.8051
C -3.2947 -0.1295 4.0093
C -3.5707 -1.3766 3.4276
C -2.9981 -1.7025 2.2274
I -3.3514 -3.5219 1.3500
C -2.0813 -0.7800 1.5743
O -1.5093 -1.0941 0.5019
C -1.8349 0.5134 2.1993
C -0.9942 1.5283 1.4762
N 0.4105 1.1007 1.2817
C 1.1440 1.9990 0.3618
C 2.0014 1.2583 -0.6427
C 3.0982 1.8523 -1.2419
C 3.7837 1.1531 -2.2206
C 3.3587 -0.1200 -2.5721
C 2.2713 -0.6516 -1.9120
N 1.6029 0.0245 -0.9687
C -2.4386 0.8093 3.3796
H -4.2278 -2.0741 3.9271
H -1.0552 2.4828 2.0039
H -1.4113 1.6772 0.4778
H 0.8922 1.0706 2.1771
H 1.7468 2.7232 0.9108
H 0.4070 2.5704 -0.2065
H 3.4061 2.8459 -0.9440
H 4.6452 1.5956 -2.7033
H 3.8664 -0.6976 -3.3310
H 1.9175 -1.6526 -2.1237
H -2.2728 1.7720 3.8462
Cl 0.8188 -1.0619 3.9593
C 2.3114 -0.9113 3.0538
C 3.2656 -0.0205 3.5246
C 4.4346 0.1781 2.8084
C 4.6292 -0.5322 1.6287
C 3.6680 -1.4196 1.1820
C 2.4629 -1.6458 1.8717
C 1.4046 -2.4885 1.2935
H 3.0895 0.5015 4.4563
H 5.1865 0.8632 3.1751
H 5.5439 -0.4044 1.0637
H 3.8371 -1.9776 0.2675
H 0.7328 -2.9514 2.0105
H 1.7607 -3.1871 0.5407
```

Atomic partial charges in e from the natural (NBO) method, atoms 1 to 8:
1. Co 1.3442
2. I 0.3245
3. C -0.1047
4. C -0.2727
5. C -0.2115
6. I 0.3062
7. C 0.4933
8. O -0.6765

(2)
An isolated molecule of C20H17ClN4O4S, computed with ωB97M-V/def2-TZVPD.

- highest occupied orbital energy (hartree) = -0.2981
- SMILES = O=C(CN(Cc1ccccc1Cl)C(=O)c1csnn1)NCc1ccc2c(c1)OCO2

```
47
C20H17ClN4O4S ωB97M-V/def2-TZVPD
O -0.2437 -3.8906 1.4778
C -0.2544 -3.4450 0.3503
N -1.3604 -3.2763 -0.4027
H -1.2467 -2.7495 -1.2634
C -2.6746 -3.1512 0.2080
C -2.9378 -1.6777 0.3965
C -2.4972 -1.0380 1.5455
C -2.5831 0.3434 1.6986
C -3.1162 1.0520 0.6501
C -3.5588 0.4172 -0.5107
C -3.4792 -0.9436 -0.6632
H -3.8099 -1.4210 -1.5703
O -4.0293 1.3566 -1.3919
C -3.8988 2.5987 -0.7378
O -3.2901 2.4074 0.5200
H -3.2787 3.2750 -1.3484
H -4.8951 3.0511 -0.6006
H -2.2329 0.8414 2.5863
H -2.0652 -1.6273 2.3397
H -2.6443 -3.6795 1.1623
H -3.4175 -3.6092 -0.4484
C 1.0153 -2.9306 -0.3440
N 1.0800 -1.5083 -0.0402
C 0.3261 -0.6844 -0.7906
O -0.2837 -1.0732 -1.7825
C 0.2189 0.7400 -0.3951
C -0.0201 1.7590 -1.2936
S -0.2181 3.2034 -0.4226
N -0.0057 2.4070 1.0153
N 0.2029 1.1801 0.8790
H -0.0806 1.6973 -2.3598
C 1.8392 -1.0877 1.1217
C 2.8018 0.0389 0.8350
C 2.8942 1.1060 1.7232
C 3.7498 2.1660 1.4893
C 4.5391 2.1790 0.3517
C 4.4844 1.1183 -0.5332
C 3.6293 0.0553 -0.2842
Cl 3.6344 -1.2640 -1.4075
H 5.1055 1.1035 -1.4151
H 5.2021 3.0071 0.1542
H 3.7936 2.9843 2.1910
H 2.2693 1.1054 2.6024
H 2.4020 -1.9573 1.4714
H 1.1597 -0.7802 1.9221
H 1.8994 -3.4312 0.0477
H 0.9573 -3.0617 -1.4266
```

Atomic partial charges in e from the natural (NBO) method, atoms 1 to 8:
1. O -0.6290
2. C 0.6678
3. N -0.6155
4. H 0.4256
5. C -0.2467
6. C -0.0279
7. C -0.2228
8. C -0.2664

(3)
A structure of composition C20H17LiN3O5S2, computed with ωB97M-V/def2-TZVPD.

- total charge = -1
- highest occupied orbital energy (hartree) = -0.1693

```
48
C20H17LiN3O5S2 ωB97M-V/def2-TZVPD
Li 9.0632 7.3945 9.1666
O 5.3451 10.5700 8.8188
C 6.3863 9.6817 8.7220
O 6.2484 8.4688 8.6931
C 7.7028 10.3634 8.5972
C 7.7463 11.7740 8.4316
C 9.0287 12.3062 8.4261
C 10.1527 11.4819 8.5794
C 9.9588 10.0786 8.5885
N 8.7330 9.5297 8.5667
C 11.1291 9.1990 8.6212
O 12.2924 9.6207 8.3112
O 10.8755 7.9606 8.9769
H 4.5537 10.0286 8.8176
H 6.8344 12.4261 8.3192
H 9.2542 13.3624 8.2906
H 11.1461 11.9558 8.6379
S 9.0411 5.2817 7.2402
C 7.5336 4.8884 7.9112
N 7.1000 5.1132 9.1477
C 5.7443 4.7458 9.3913
C 5.3017 4.2610 7.9677
N 6.4987 4.4327 7.1681
H 7.6308 5.8269 9.9430
H 5.2756 5.6525 9.7132
H 5.6942 3.9664 10.1561
H 4.4251 4.8537 7.6983
H 5.0639 3.2033 7.9494
H 6.4789 4.5165 6.1514
C 5.4667 10.7800 18.1220
C 6.0227 9.6372 17.2698
O 5.3876 9.0166 16.4308
S 7.7437 9.2541 17.5129
C 7.9133 8.6320 15.8782
C 8.0739 7.2476 15.6803
C 8.2015 6.7123 14.3948
C 8.0926 7.5909 13.2714
C 8.1252 8.9919 13.4853
C 8.0632 9.4816 14.7764
C 8.0215 7.0666 11.9578
C 7.9021 6.5190 10.8895
H 4.8619 11.4377 17.4911
H 6.3408 11.3136 18.5025
H 4.7548 10.4107 18.9031
H 8.0031 6.5852 16.5664
H 8.2391 5.6496 14.2407
H 8.1844 9.6638 12.5892
H 8.0575 10.5548 14.9120
```

Atomic partial charges in e from the natural (NBO) method, atoms 1 to 8:
1. Li 0.8794
2. O -0.6934
3. C 0.7530
4. O -0.5556
5. C 0.0637
6. C -0.2291
7. C -0.1908
8. C -0.1915

(4)
A structure of composition C20H17MoN2O9S2, computed with ωB97M-V/def2-TZVPD.

- total charge = +1
- highest occupied orbital energy (alpha / beta) (hartree) = -0.4009 / -0.4018
- multiplicity = 3
- ΔE to the lowest compared entry with this formula, charge and spin (kJ/mol) = 101.6

```
51
C20H17MoN2O9S2 ωB97M-V/def2-TZVPD
Mo 0.0501 -0.4778 1.0620
O -0.1561 -5.5670 -3.6534
C -1.2435 -5.3911 -2.7767
C -0.9465 -4.2270 -1.8750
C -1.8492 -3.8637 -0.8829
C -1.5570 -2.7943 -0.0691
N -0.4264 -2.0864 -0.2136
C 0.4619 -2.4326 -1.1662
C 0.2254 -3.4941 -2.0117
C 1.6685 -1.5711 -1.2335
C 2.7121 -1.7553 -2.1153
C 3.7621 -0.8458 -2.1113
C 4.9251 -0.9923 -3.0512
O 4.7166 -2.1346 -3.8499
C 3.7186 0.2218 -1.2235
C 2.6556 0.3399 -0.3570
N 1.6598 -0.5521 -0.3620
H -0.3147 -6.3294 -4.2171
H -1.4198 -6.2753 -2.1556
H -2.1724 -5.1775 -3.3162
H -2.7722 -4.4078 -0.7305
H -2.2180 -2.4934 0.7331
H 0.9393 -3.7630 -2.7746
H 2.7235 -2.5830 -2.8079
H 5.8437 -1.0650 -2.4596
H 4.9927 -0.0808 -3.6544
H 5.4691 -2.2568 -4.4340
H 4.5070 0.9630 -1.1928
H 2.5792 1.1474 0.3583
O -0.6836 -1.4152 2.7790
S 0.4501 -0.6785 3.5530
O 0.3267 0.7011 2.9714
O 0.4378 -0.8368 4.9550
S 1.9707 -1.3873 2.4178
O -0.8570 3.2146 -0.2843
C -1.0788 2.1941 0.2859
O -0.3441 1.0602 -0.0115
C -2.1197 1.9797 1.3174
C -2.4309 0.7049 1.7433
C -3.2792 0.4349 2.8200
C -3.8178 1.5449 3.4148
O -4.6596 1.5869 4.4716
C -4.9360 2.9764 4.7225
O -4.1900 3.7330 3.7593
C -3.5358 2.8377 2.9819
C -2.6910 3.0981 1.9408
H -2.0704 -0.1506 1.1669
H -3.4884 -0.5654 3.1683
H -4.5961 3.2332 5.7229
H -5.9985 3.1618 4.5837
H -2.4375 4.0996 1.6231
```

Atomic partial charges in e from the natural (NBO) method, atoms 1 to 8:
1. Mo 1.4015
2. O -0.7149
3. C -0.0998
4. C 0.0823
5. C -0.2230
6. C 0.0842
7. N -0.5089
8. C 0.2856

(5)
A structure of composition C20H17N3O4Pt, computed with ωB97M-V/def2-TZVPD.

- total charge = -1
- highest occupied orbital energy (alpha / beta) (hartree) = -0.0641 / -0.1566
- multiplicity = 2
- ΔE to the lowest compared entry with this formula, charge and spin (kJ/mol) = 0.0

```
45
C20H17N3O4Pt ωB97M-V/def2-TZVPD
Pt 0.0609 0.6874 -0.1248
C -3.3747 2.9534 -0.9786
O -3.1031 4.0946 -0.1701
C -2.3722 3.8796 0.9752
C -2.8098 4.5141 2.1168
C -2.1081 4.3942 3.3201
C -0.9796 3.6064 3.3507
C -0.5065 2.9427 2.2102
C 0.6686 2.0981 2.3996
N 1.1156 1.2447 1.5586
N 2.1482 0.4097 1.9490
C 2.2858 -0.5943 1.1072
O 1.6334 -0.8382 0.0320
C 3.3784 -1.5675 1.4569
C 3.8005 -2.4842 0.5009
C 4.8060 -3.3966 0.7912
C 5.3946 -3.4090 2.0483
C 4.9713 -2.4995 3.0101
C 3.9718 -1.5836 2.7156
C -1.1757 3.1054 0.9582
O -0.7176 2.6414 -0.1662
H -4.1876 3.2475 -1.6435
H -3.6961 2.1089 -0.3615
H -2.5035 2.6402 -1.5452
H -3.7140 5.1080 2.0499
H -2.4558 4.9012 4.2111
H -0.4313 3.4844 4.2797
H 1.1765 2.1509 3.3660
H 3.3198 -2.4654 -0.4682
H 5.1309 -4.1017 0.0351
H 6.1769 -4.1224 2.2790
H 5.4233 -2.5056 3.9950
H 3.6360 -0.8637 3.4494
O -1.7186 0.1413 -1.5484
N -1.7751 -1.1476 -1.5467
C -1.0483 -1.8663 -2.4416
C -1.0920 -3.2412 -2.4402
C -1.8792 -3.9173 -1.5180
C -2.6053 -3.1640 -0.6045
C -2.5396 -1.7896 -0.6281
H -0.4425 -1.2634 -3.0989
H -0.4940 -3.7790 -3.1626
H -1.9155 -4.9973 -1.5006
H -3.2206 -3.6417 0.1452
H -3.0431 -1.1336 0.0641
```

Atomic partial charges in e from the natural (NBO) method, atoms 1 to 8:
1. Pt 0.7428
2. C -0.2470
3. O -0.5280
4. C 0.1984
5. C -0.2398
6. C -0.2856
7. C -0.1797
8. C -0.2176